Here is the molecule C3H5OPS2 from the OMol25 dataset. Energies are from ωB97M-V/def2-TZVPD.

Each line ends with the Mulliken charge.
Atoms and positions in Å:
C -0.1363 0.2820 1.0563  -0.453
C -0.6086 0.3007 -1.1921  -0.522
C -0.9892 -0.5353 0.0257  -0.267
O 3.3231 0.0881 0.6912  -0.384
P 2.4806 -0.2184 -0.4784  0.509
S 0.6387 1.2760 -0.2465  -0.076
S -0.6679 -2.2659 -0.0213  -0.254
H -0.8881 0.9189 1.7670  0.281
H 0.6149 -0.3604 1.7671  0.303
H -0.1444 -0.2738 -1.9975  0.346
H -1.5137 1.0874 -1.4713  0.281
H -2.1092 -0.2992 0.0998  0.237

Cartesian forces (eV/Å) of the 3 atoms listed first:
C -1.4 -0.6 3.8
C -1.5 2.1 -0.9
C -1.7 0.6 0.5

Computed properties:
- HOMO-LUMO gap (spin up / spin down) (eV) = 5.17 / 6.29
- energy relative to the best compared isomer or geometry (same formula, charge and spin) (kcal per mole) = 72.81
- E_LUMO (spin up / spin down) (eV) = -2.09 / -1.59
- highest occupied orbital energy (spin up / spin down) (eV) = -7.25 / -7.88